# 1
# C16H15FINO4

One molecule with the formula C16H15FINO4 (ωB97M-V with the def2-TZVPD basis set, the OMol25 dataset).

XYZ file:
```
38
Properties=species:S:1:pos:R:3:forces:R:3:mulliken_charge:R:1
C -2.49082 1.50374 -2.84196 0.430 0.019 0.026 -0.80
C -2.66924 0.20458 -3.83640 -1.316 0.107 0.505 0.20
F -1.69502 0.28251 -4.95871 -1.769 -0.264 2.412 -0.34
C -2.61092 -1.24995 -3.02520 0.636 0.578 0.146 -0.73
C -1.45949 -1.13643 -1.82346 3.453 0.369 -0.048 0.27
C -0.02178 -0.85449 -2.16647 -3.570 -0.795 1.313 -0.36
C 1.20302 -0.76937 -1.04892 3.125 0.497 -2.699 0.37
O 2.44444 -0.65927 -1.54809 -7.269 -0.665 3.576 -0.53
C 0.79756 -0.78886 0.54052 -0.513 -0.205 2.786 0.29
C 1.93271 -0.56566 1.70913 -3.611 -0.818 1.271 0.26
C 3.53546 -0.31479 1.47292 0.015 -0.752 0.664 -0.73
C 3.98508 1.25722 1.35457 -0.709 -0.185 1.310 -0.37
C 2.75682 2.34075 1.42355 0.938 1.414 -0.588 -0.91
I 5.14265 1.40106 -0.54851 -0.565 0.331 1.117 0.02
C 1.39362 -0.63646 3.28201 -2.933 -0.633 -2.134 -0.49
C -0.19399 -0.92796 3.69360 0.860 0.056 -3.915 -0.45
C -1.32150 -1.15962 2.52344 4.821 0.681 -1.034 -0.17
O -2.69955 -1.45608 2.94460 4.573 -1.264 -0.904 -0.13
N -3.41184 -0.34318 3.19252 -2.687 3.515 -3.044 0.14
O -3.67641 0.26963 2.17073 1.076 -1.457 3.250 -0.20
C -0.79703 -1.08357 0.94982 0.712 0.111 1.877 0.42
C -1.91444 -1.35411 -0.22929 -3.979 -1.591 -0.746 0.36
O -3.16839 -1.77927 -0.04395 7.571 2.578 -0.567 -0.61
H -3.12884 2.42409 -3.21792 1.539 -1.938 0.538 0.30
H -1.33632 1.75892 -2.79319 -2.497 -0.359 -0.140 0.24
H -2.84850 1.30306 -1.72899 0.698 0.051 -2.426 0.19
H -3.75817 0.27856 -4.30405 2.513 -0.263 0.621 0.30
H -3.69735 -1.44535 -2.59232 2.538 0.513 -0.609 0.28
H -2.36660 -2.14976 -3.76527 -0.345 2.102 1.621 0.33
H 0.20436 -0.70455 -3.32736 -0.098 -0.359 2.921 0.30
H 3.97271 -0.90249 0.55496 -1.411 1.077 1.806 0.41
H 4.08546 -0.76214 2.43346 -1.355 0.951 -2.006 0.28
H 4.75488 1.46730 2.22835 -1.619 -0.323 -2.024 0.44
H 2.23752 2.48372 0.35910 0.961 -0.642 2.477 0.26
H 1.98528 2.16310 2.28699 1.509 -0.031 -1.789 0.27
H 3.25922 3.39873 1.65273 -1.064 -2.274 -0.519 0.34
H 2.12754 -0.49516 4.20943 -1.623 -0.330 -2.443 0.24
H -0.55211 -0.99844 4.81764 0.967 0.195 -2.602 0.32
```
Forces are in eV/Å.

Structure (SMILES): C[C@H](I)Cc1ccc(ON=O)c2c1C(=O)C=C(C[C@@H](C)F)C2=O
Gap between HOMO and LUMO: 7.1 eV

---

# 2
# C16H15FeN4O5

C16H15FeN4O5 as an isolated structure (ωB97M-V with the def2-TZVPD basis set, the OMol25 dataset).

XYZ file:
```
41
Properties=species:S:1:pos:R:3:forces:R:3:lowdin_spin:R:1
Fe -0.18072 -0.04504 0.33673 0.515 0.270 0.362 4.09
C -0.11871 -0.29631 2.71078 0.084 0.022 -0.037 0.10
C 0.68893 0.82630 2.43272 -0.041 -0.034 -0.087 0.09
C -0.14133 1.83063 1.88848 0.021 -0.051 -0.067 0.11
C -1.46283 1.33030 1.83878 0.067 -0.029 -0.073 0.10
C -1.44610 0.01369 2.33904 -0.100 -0.095 -0.005 0.09
H 0.21283 -1.24186 3.10749 0.009 -0.008 0.025 0.00
H 1.75822 0.88991 2.54533 0.025 0.007 0.026 0.00
H 0.18580 2.79546 1.53415 0.009 0.031 0.013 0.00
H -2.32418 1.84208 1.43913 -0.019 0.018 0.013 0.00
H -2.28156 -0.66374 2.38468 -0.041 -0.013 -0.036 0.00
O 2.88304 2.43788 -1.30054 0.045 0.042 -0.023 0.01
C 1.88608 1.81067 -1.00660 -0.219 0.178 -0.195 0.00
O 1.80873 0.76629 -0.25504 -0.220 -0.022 0.205 0.07
C 0.52914 2.19139 -1.59122 0.211 0.074 0.048 0.01
C 0.26779 3.22622 -2.47323 0.088 -0.086 0.056 0.00
C -1.02533 3.35054 -2.96567 -0.016 0.007 -0.013 0.00
C -2.00528 2.43335 -2.60454 0.023 -0.079 0.038 0.00
C -1.65610 1.42803 -1.72002 -0.108 -0.028 -0.057 0.01
N -0.42883 1.35992 -1.22168 -0.336 -0.067 -0.058 0.07
C -2.54398 0.26921 -1.26208 0.228 0.094 -0.001 0.01
O -3.69107 0.18862 -1.63714 -0.125 0.084 -0.097 0.02
O -1.90644 -0.55540 -0.49671 -0.005 -0.129 0.006 0.12
H 1.06808 3.89136 -2.76291 0.013 0.009 0.002 0.00
H -1.26366 4.15171 -3.65255 -0.008 0.012 -0.013 0.00
H -3.01127 2.46953 -2.99610 -0.021 -0.004 0.001 0.00
C 3.45086 -4.38378 -0.29033 0.033 -0.078 -0.003 0.00
N 2.29113 -3.64222 0.13695 0.050 0.137 -0.037 0.00
C 1.04029 -4.25330 0.51733 -0.066 -0.029 0.018 0.00
C 0.14347 -3.03026 0.68881 0.095 -0.023 -0.067 0.00
O -0.98182 -3.04533 1.10631 -0.076 0.037 0.089 0.00
N 0.86081 -1.90526 0.29344 -0.375 -0.182 0.068 0.06
C 2.10220 -2.31547 -0.01794 0.203 0.110 -0.110 0.01
N 3.04368 -1.48369 -0.42461 -0.041 -0.399 0.060 0.00
H 3.54542 -5.27751 0.32485 -0.018 0.002 -0.021 0.00
H 4.35713 -3.79932 -0.14122 0.009 0.008 0.005 0.00
H 3.38638 -4.68419 -1.34020 0.004 0.015 0.019 0.00
H 1.11640 -4.81139 1.45158 -0.010 0.003 -0.012 0.00
H 0.63595 -4.90804 -0.25959 0.011 0.014 0.007 0.00
H 2.79579 -0.47942 -0.40974 0.078 0.177 -0.055 0.00
H 3.96255 -1.81049 -0.65456 0.018 0.003 0.006 0.00
```
Forces are in eV/Å.

ΔE to the lowest compared entry with this formula, charge and spin: 0.0 kJ/mol
2S+1: 6
Gap between HOMO and LUMO (alpha / beta): 8.5 / 8.2 eV

---

# 3
# C16H15LaN

C16H15LaN as an isolated structure (ωB97M-V with the def2-TZVPD basis set, the OMol25 dataset).

XYZ file:
```
33
Properties=species:S:1:pos:R:3:forces:R:3:mulliken_charge:R:1
C 0.06827 -1.66584 -2.16116 -0.045 -0.427 0.497 -0.59
C -1.25790 -1.76793 -1.64055 0.294 -0.279 0.268 -0.46
C -1.19056 -2.46538 -0.39679 0.187 -0.024 -0.477 -0.57
C 0.17583 -2.80366 -0.15398 -0.180 0.294 -0.530 -0.57
C 0.95090 -2.31165 -1.24576 -0.518 -0.129 -0.209 -0.38
La 0.15185 0.06009 0.15647 1.484 0.217 0.107 0.91
C -1.46056 2.99836 -1.80537 2.677 1.604 -2.554 -0.64
C -0.53386 3.33498 -2.71928 -1.126 -3.011 3.583 0.37
C 0.62975 3.08650 -3.36849 -0.345 0.212 1.381 -0.78
N 2.32473 0.48647 0.23685 -0.348 1.541 -1.852 -0.67
H -2.03781 -2.73102 0.23663 0.286 0.135 -0.181 0.38
H -2.16307 -1.40930 -2.13251 0.253 -0.076 0.202 0.41
H 0.55557 -3.38247 0.68880 -0.129 0.289 -0.232 0.40
H 2.02623 -2.42950 -1.37537 -0.378 0.167 0.145 0.35
H 0.35376 -1.20640 -3.10783 -0.078 -0.111 0.301 0.43
H -2.44518 2.69238 -2.01617 -0.954 -0.405 0.087 0.30
H 2.75075 1.20509 -0.45946 -0.460 -1.381 1.325 0.06
H -1.71455 1.95949 -0.04976 0.193 0.511 -0.444 -0.03
H 0.63718 3.38474 -4.34336 0.221 1.164 -2.648 0.28
H 1.57741 2.62935 -3.08126 -0.681 -0.223 0.751 0.31
C -0.22246 0.29323 2.67683 1.335 -1.123 4.660 -1.29
C 0.14331 0.04709 3.88467 -1.374 0.872 -5.596 0.35
C 0.18711 -0.02638 5.27818 0.049 -0.024 2.075 0.58
C -0.92052 0.55685 5.93374 -0.136 0.068 0.716 -0.24
C -1.01966 0.60467 7.32828 0.387 -0.114 -0.377 -0.47
C 0.01251 0.07430 8.11432 0.031 -0.108 -0.228 -0.35
C 1.11446 -0.54137 7.49804 -0.342 0.241 -0.342 -0.36
C 1.20667 -0.59278 6.09454 -0.277 0.154 0.094 -0.49
H -1.70610 0.99255 5.31342 0.253 -0.178 0.182 0.37
H -1.89897 1.06623 7.78990 0.370 -0.156 -0.123 0.32
H -0.04378 0.14442 9.20139 0.031 -0.099 -0.256 0.33
H 1.90501 -0.97262 8.12781 -0.323 0.203 -0.407 0.33
H 2.07827 -1.06197 5.62893 -0.358 0.195 0.082 0.41
```
Forces are in eV/Å.

ΔE to the lowest compared entry with this formula, charge and spin: 141.0 kJ/mol
Net charge: -1
Gap between HOMO and LUMO (alpha / beta): 4.2 / 2.9 eV

---

# 4
# C16H15N3O2PtS

C16H15N3O2PtS as an isolated structure (ωB97M-V with the def2-TZVPD basis set, the OMol25 dataset).

XYZ file:
```
38
Properties=species:S:1:pos:R:3:forces:R:3:mulliken_charge:R:1
Pt -0.30334 -1.15184 0.42714 0.994 0.208 1.513 0.95
C -1.62708 0.78794 -3.75378 -0.007 -0.069 0.001 -0.74
C -1.21955 2.09877 -3.55622 0.002 0.016 0.003 -0.38
C -0.71618 2.47242 -2.32571 0.034 0.060 0.040 -0.97
C -0.62502 1.52946 -1.29749 0.086 0.022 0.148 0.82
N -0.99934 0.26993 -1.50963 -0.388 0.012 -0.609 -0.06
C -1.49126 -0.08942 -2.69285 0.055 0.158 0.020 -0.29
C -0.10387 1.86180 0.07100 -0.016 -0.004 -0.039 1.87
C 0.10748 3.19642 0.42578 0.018 -0.018 0.018 -0.80
C 0.59155 3.52709 1.68005 0.003 0.018 0.003 -0.77
C 0.86237 2.51933 2.59333 0.012 0.023 -0.026 -0.60
C 0.63926 1.19299 2.24755 0.012 -0.197 0.041 -0.15
C 0.15509 0.83145 0.99152 -0.649 0.022 -0.958 -1.29
H -2.03737 0.45349 -4.69675 0.005 0.011 0.001 0.39
H -1.29419 2.82507 -4.35563 0.002 0.002 0.004 0.41
H -0.38992 3.48943 -2.16671 -0.007 -0.006 -0.031 0.30
H -1.79514 -1.12628 -2.78309 -0.011 -0.004 -0.019 0.44
H -0.12269 3.99834 -0.26403 0.000 -0.010 0.012 0.30
H 0.74383 4.56504 1.94677 0.001 -0.001 -0.004 0.38
H 1.23670 2.76760 3.57938 -0.002 -0.016 0.002 0.40
H 0.84933 0.42573 2.98492 -0.023 -0.002 0.002 0.32
N -0.27831 -2.99343 1.86730 -0.045 -0.452 -0.596 -0.57
C -1.69097 -3.29010 2.11256 -0.040 0.094 0.047 -0.33
C -2.56241 -2.03054 1.96660 -0.131 0.054 -0.267 0.61
O -3.64378 -2.02026 2.51408 -0.062 -0.006 0.084 -0.68
O -2.12432 -1.07956 1.18942 -0.422 0.065 0.637 -0.83
H 0.27393 -3.81762 1.66275 -0.138 -0.105 0.055 0.25
H 0.12595 -2.55873 2.68550 0.112 0.132 -0.096 0.25
H -1.87584 -3.71848 3.09777 -0.031 0.016 -0.002 0.33
H -2.03534 -4.00205 1.36163 -0.014 0.017 -0.007 0.24
S 3.48894 -2.51049 -1.46468 0.112 -0.011 -0.090 -0.14
C 3.72120 -0.94685 -0.81429 -0.004 0.021 -0.027 -0.24
C 2.55824 -0.46984 -0.31585 0.029 -0.025 -0.154 -0.49
N 1.49211 -1.33624 -0.44814 0.573 -0.028 0.407 0.08
C 1.85355 -2.44826 -1.03465 -0.095 0.034 -0.200 -0.08
H 4.68179 -0.46169 -0.83151 0.003 -0.002 0.002 0.43
H 2.39506 0.48663 0.15228 0.022 -0.019 0.015 0.24
H 1.15957 -3.24723 -1.24631 0.010 -0.008 0.071 0.43
```
Forces are in eV/Å.

ΔE to the lowest compared entry with this formula, charge and spin: 223.6 kJ/mol
Gap between HOMO and LUMO (alpha / beta): 6.4 / 6.4 eV